1.
The following is a DFT calculation (ωB97M-V/def2-TZVPD) of C6H8S2 as an isolated structure at a distorted geometry.

Atoms and positions in Å:
C1 -0.4285 -0.2866 0.7190
C2 -0.5567 -0.8680 -0.7000
C3 0.5405 -0.1110 -1.5448
C4 0.9502 0.8687 -0.3805
C5 -0.2506 1.2275 0.5593
C6 1.0745 -0.2385 0.8171
H1 -2.7459 -0.5748 1.9672
H2 -0.2837 -1.9632 -0.7454
H3 -1.5800 -0.5568 -1.0409
H4 1.3025 -0.7153 -1.8891
H5 0.3245 0.4506 -2.5271
H6 1.8245 1.4275 -0.4075
H7 -1.1773 1.5326 0.0739
H8 0.0679 1.7383 1.3545
S1 -1.3711 -0.9127 2.2203
S2 2.3092 -1.0183 1.5238

Output
HOMO-LUMO gap: 8.5 eV
Maximum force: 6.4 eV Å⁻¹
Total charge: 0
Calculated total energy: -28019.11530 eV
ΔE to the lowest compared entry with this formula, charge and spin: 67.50 kcal/mol

2.
The following is a DFT calculation (ωB97M-V/def2-TZVPD) of a 6-piece molecular cluster, C11H21Br10Cl3 overall at a distorted geometry.

Atoms and positions in Å:
Br1 2.1313 -9.5289 6.6319
C1 1.7694 -10.6657 8.2348
C2 1.1640 -9.8757 9.3477
Br2 -0.5733 -9.0341 8.9197
H1 2.7416 -11.0619 8.5281
H2 1.2157 -11.5493 7.9173
H3 1.8133 -9.1022 9.7576
H4 0.8698 -10.4865 10.2012
Br3 -4.0744 -1.6634 18.3355
C3 -3.9770 -0.1396 17.0829
C4 -4.5594 -0.5022 15.6652
Br4 -4.4544 1.1033 14.3686
H5 -2.9272 0.1033 16.9186
H6 -4.4675 0.7464 17.4860
H7 -5.5080 -1.0391 15.6537
H8 -3.9111 -1.2104 15.1491
Br5 7.5662 -7.4496 11.4591
C5 7.3694 -5.9411 10.0850
C6 7.1819 -6.5393 8.6902
Br6 7.1498 -5.2073 7.2481
H9 8.1196 -5.1773 10.2898
H10 6.4436 -5.4318 10.3526
H11 6.2412 -7.0860 8.6251
H12 7.9631 -7.2622 8.4554
Br7 -5.8640 -1.2318 4.3750
C7 -4.5267 -0.1407 5.3123
C8 -5.0983 0.2898 6.6733
Br8 -5.1089 -1.2028 8.0052
H13 -4.3672 0.6733 4.6052
H14 -3.6003 -0.7101 5.3866
H15 -6.0975 0.6991 6.5245
H16 -4.5125 1.0877 7.1296
Br9 1.5034 -4.7313 1.8088
C9 1.8418 -3.4206 3.2282
C10 2.9321 -2.4476 2.6913
Br10 3.2769 -1.0759 4.0596
H17 2.0440 -3.9420 4.1638
H18 0.9146 -2.8665 3.3747
H19 2.6679 -1.8436 1.8233
H20 3.8383 -3.0320 2.5321
C11 0.2973 -2.5406 10.5887
Cl1 -0.1123 -2.7633 8.9047
Cl2 0.8007 -0.8150 10.9661
Cl3 1.5319 -3.7536 11.1987
H21 -0.6901 -2.7145 11.0163

Output
HOMO-LUMO gap: 10.3 eV
Maximum force: 1.9 eV Å⁻¹
Total charge: 0
Calculated total energy: -749738.87830 eV
SMILES: ClC(Cl)Cl.BrCCBr.BrCCBr.BrCCBr.BrCCBr.BrCCBr
ΔE to the lowest compared entry with this formula, charge and spin: 16.33 kcal/mol

3.
The following is a DFT calculation (ωB97M-V/def2-TZVPD) of C24H50BMg2N2O24 as an isolated structure at a distorted geometry.

Atoms and positions in Å:
Mg1 -1.8569 2.2856 2.2493
Mg2 2.1764 -1.0854 -0.2533
O1 1.2259 6.9229 -0.1824
C1 1.8798 5.9766 -0.5635
O2 2.2779 4.9067 0.1634
B1 3.1026 4.0263 -0.6854
O3 3.1488 4.6407 -2.0309
C2 2.4421 5.8269 -2.0030
O4 2.2811 6.5523 -2.9873
O5 2.5762 2.6622 -0.7766
C3 3.4444 1.8014 -0.4294
O6 3.3121 0.5709 -0.4381
C4 4.6854 2.5747 0.0164
O7 4.4301 3.8471 -0.0700
O8 5.6559 1.9950 0.5181
N1 1.1097 2.8997 3.1550
O9 1.7235 3.8603 3.5552
O10 1.7380 2.0292 2.6585
O11 -0.1326 2.8954 3.0922
N2 -0.4482 0.6086 -0.0065
O12 -0.7503 0.9828 -1.1043
O13 0.4892 -0.1648 0.0980
O14 -0.9982 1.1204 0.9916
C5 2.3468 -0.3302 -3.3439
O15 1.9502 -1.1124 -2.2374
C6 0.7670 -1.8787 -2.4844
C7 0.8155 -3.0880 -1.4867
O16 1.2717 -2.8220 -0.1589
C8 1.3897 -3.9653 0.6976
H1 1.7497 0.5806 -3.3891
H2 2.4789 -0.8354 -4.3007
H3 3.3488 0.0940 -3.2802
H4 0.7801 -2.3133 -3.4840
H5 -0.0894 -1.2069 -2.4264
H6 1.4619 -3.8330 -1.9506
H7 -0.1483 -3.5956 -1.4482
H8 0.4197 -4.4625 0.7032
H9 1.5965 -3.7289 1.7414
H10 2.2056 -4.5407 0.2602
C9 -1.4913 -3.1925 -5.6535
O17 -1.5999 -2.5180 -4.4839
C10 -2.7669 -1.7070 -4.3939
C11 -2.8246 -0.8556 -3.0874
O18 -2.7228 -1.7260 -1.9641
C12 -3.9675 -2.3139 -1.5704
H11 -0.9762 -2.4812 -6.2993
H12 -2.4628 -3.5537 -5.9909
H13 -0.7956 -4.0311 -5.6251
H14 -3.6712 -2.3154 -4.4111
H15 -2.9049 -0.9778 -5.1922
H16 -3.7693 -0.3134 -3.0458
H17 -2.1152 -0.0280 -3.0865
H18 -4.1263 -2.9658 -0.7114
H19 -4.2812 -2.8025 -2.4929
H20 -4.5253 -1.4191 -1.2943
C13 -1.2065 4.9259 0.7051
O19 -1.9351 3.7564 1.0415
C14 -3.0974 3.6720 0.1989
C15 -4.1464 2.7477 0.7991
O20 -3.5367 1.7077 1.5424
C16 -4.2188 0.4741 1.5109
H21 -1.8190 5.8275 0.6927
H22 -0.6764 4.9019 -0.2470
H23 -0.3488 5.0564 1.3649
H24 -2.8254 3.2755 -0.7793
H25 -3.5299 4.6548 0.0114
H26 -4.7370 2.3265 -0.0144
H27 -4.7983 3.3480 1.4338
H28 -3.5960 -0.3224 1.9179
H29 -4.3355 0.2340 0.4541
H30 -5.2217 0.4263 1.9353
C17 -1.7160 -2.7258 1.8262
O21 -1.4998 -1.4051 2.3382
C18 -1.5195 -1.4094 3.7583
C19 -1.2128 0.0652 4.1667
O22 -2.1411 1.1069 3.7140
C20 -3.2732 1.1135 4.5523
H31 -1.6448 -2.6983 0.7388
H32 -2.7175 -3.0057 2.1527
H33 -0.9394 -3.4206 2.1460
H34 -0.7500 -2.0843 4.1332
H35 -2.4926 -1.7278 4.1322
H36 -0.3059 0.3762 3.6480
H37 -1.0252 0.1719 5.2351
H38 -3.9846 1.8714 4.2245
H39 -3.0137 1.4675 5.5500
H40 -3.8846 0.2113 4.5361
C21 2.3566 -1.0149 2.9166
O23 2.8578 -1.2650 1.5536
C22 4.2334 -1.5574 1.5562
C23 4.5863 -2.4961 0.4081
O24 3.8076 -2.2180 -0.7550
C24 4.2239 -3.0280 -1.8843
H41 1.3723 -0.5631 2.7932
H42 2.9982 -0.3133 3.4497
H43 2.3152 -1.9515 3.4726
H44 4.6625 -1.9574 2.4749
H45 4.7642 -0.6095 1.4676
H46 4.4902 -3.5461 0.6846
H47 5.6232 -2.2663 0.1626
H48 5.2016 -2.7016 -2.2390
H49 3.6220 -2.8144 -2.7676
H50 4.1784 -4.1129 -1.7892

Output
HOMO-LUMO gap (spin up / spin down): 7.1 / 3.0 eV
<S²>: 0.76
Maximum force: 4.1 eV Å⁻¹
Total charge: +2
Spin multiplicity: 2
Calculated total energy: -89366.88331 eV
ΔE to the lowest compared entry with this formula, charge and spin: 0.00 kcal/mol

4.
The following is a DFT calculation (ωB97M-V/def2-TZVPD) of C3H5HoO3 as an isolated structure at a distorted geometry.

Atoms and positions in Å:
H1 0.9343 -0.2427 -1.4621
C1 0.9904 -0.7468 -0.4803
C2 -0.3063 -1.0041 0.2025
O1 -1.4101 -0.1104 -0.1963
C3 -2.0187 0.6547 0.6355
O2 -2.7320 1.5034 -0.1122
Ho1 4.0769 1.2317 0.1425
O3 1.7477 0.1723 0.3669
H2 1.5500 -1.6930 -0.5431
H3 1.1331 0.1806 1.1861
H4 -0.6662 -1.9614 -0.2135
H5 -3.2991 2.0157 0.4740

Output
HOMO-LUMO gap (spin up / spin down): 6.1 / 3.6 eV
<S²>: 6.01
Maximum force: 2.1 eV Å⁻¹
Total charge: 0
Spin multiplicity: 5
Calculated total energy: -35124.39102 eV

5.
The following is a DFT calculation (ωB97M-V/def2-TZVPD) of C4H6BrCl in the gas phase at a distorted geometry.

Atoms and positions in Å:
C1 0.7964 1.2059 -0.2980
C2 0.0641 -0.0967 -0.6436
C3 -0.3578 1.5081 -1.1925
C4 -0.7232 -0.6954 0.4343
Cl1 -1.7621 2.2769 -0.5636
Br1 0.1610 2.2772 -2.8691
H1 0.5699 1.4798 0.6628
H2 1.8507 1.4769 -0.6092
H3 0.2688 -0.7196 -1.5554
H4 -1.7120 -0.1978 0.4514
H5 -0.3563 -0.5326 1.3471
H6 -0.7781 -1.7460 0.2510

Output
HOMO-LUMO gap: 9.9 eV
Maximum force: 4.3 eV Å⁻¹
Total charge: 0
Calculated total energy: -86808.18500 eV
SMILES: C[C@@H]1C[C@@]1(Cl)Br
ΔE to the lowest compared entry with this formula, charge and spin: 41.88 kcal/mol